Record 1
{
  "formula": "C4H12CoFN4O12P",
  "method": "the ωB97M-V functional and the def2-TZVPD basis",
  "total_charge": -2,
  "s_squared": 3.77,
  "e_lumo_ev": [4.63, 4.63],
  "e_homo_ev": [0.39, 0.54],
  "spin_multiplicity": 4,
  "orbital_gap_ha": [0.156, 0.150],
  "total_energy_ev": -84497.0187,
  "elements": ["Co", "P", "O", "O", "O", "O", "F", "C", "N", "O", "O", "H", "H", "H", "C", "N", "O", "O", "H", "H", "H", "C", "N", "O", "O", "H", "H", "H", "C", "N", "O", "O", "H", "H", "H"],
  "coordinates": [[-8.823, -16.063, -13.174], [-6.370, -15.871, -14.132], [-5.321, -14.853, -14.549], [-7.718, -16.175, -14.887], [-7.166, -15.080, -12.959], [-5.826, -16.967, -13.178], [-8.479, -16.942, -11.427], [-9.631, -16.484, -17.130], [-10.671, -16.582, -16.079], [-10.688, -15.707, -15.241], [-11.444, -17.525, -16.114], [-9.123, -17.446, -17.100], [-8.880, -15.775, -16.783], [-10.053, -16.218, -18.093], [-7.497, -19.112, -13.396], [-8.755, -19.067, -14.147], [-9.514, -18.167, -13.881], [-8.921, -19.846, -15.082], [-7.717, -18.889, -12.351], [-6.900, -18.231, -13.718], [-6.985, -20.059, -13.522], [-10.052, -13.655, -9.693], [-9.389, -13.345, -10.985], [-8.843, -12.256, -11.080], [-9.562, -14.135, -11.868], [-10.246, -14.719, -9.620], [-11.005, -13.129, -9.755], [-9.475, -13.217, -8.885], [-13.117, -17.141, -13.218], [-12.260, -16.133, -12.520], [-11.112, -16.424, -12.313], [-12.811, -15.115, -12.120], [-12.447, -17.976, -13.402], [-13.472, -16.708, -14.145], [-13.838, -17.405, -12.449]]
}

---

Record 2
{
  "formula": "C16H31B3N2O9S3",
  "method": "the ωB97M-V functional and the def2-TZVPD basis",
  "e_lumo_ev": -0.57,
  "e_homo_ev": -8.80,
  "spin_multiplicity": 1,
  "orbital_gap_ha": 0.302,
  "total_energy_ev": -73042.9730,
  "smiles": "CC(=O)OCCB1OB(CCCSC(=S)n2ccnc2)OB(S(C)(=O)=O)O1.CCO.CCO",
  "elements": ["C", "C", "O", "O", "C", "C", "B", "O", "B", "C", "C", "C", "S", "C", "S", "N", "C", "C", "N", "C", "O", "B", "S", "C", "O", "O", "O", "H", "H", "H", "H", "H", "H", "H", "H", "H", "H", "H", "H", "H", "H", "H", "H", "H", "H", "H", "C", "C", "O", "H", "H", "H", "H", "H", "H", "C", "C", "O", "H", "H", "H", "H", "H", "H"],
  "coordinates": [[6.321, -1.212, 1.961], [5.511, -1.821, 0.850], [6.007, -2.264, -0.148], [4.163, -1.953, 1.068], [3.412, -0.754, 1.271], [2.910, -0.189, -0.078], [1.375, 0.036, -0.082], [0.477, -0.848, -0.637], [-0.841, -0.405, -0.666], [-2.032, -1.294, -0.239], [-3.255, -1.261, -1.177], [-4.607, -1.149, -0.447], [-5.297, 0.475, -0.869], [-6.895, 0.628, -0.191], [-7.955, 1.547, -1.012], [-7.223, 0.026, 1.023], [-6.404, -0.341, 2.079], [-7.221, -0.868, 3.005], [-8.527, -0.852, 2.571], [-8.500, -0.306, 1.409], [-1.004, 0.952, -1.022], [-0.141, 1.735, -0.338], [-0.157, 3.603, -0.641], [0.249, 4.399, 0.897], [0.923, 3.871, -1.571], [-1.493, 4.006, -1.003], [0.801, 1.193, 0.497], [7.149, -0.665, 1.522], [6.735, -2.023, 2.558], [5.759, -0.568, 2.628], [2.592, -1.032, 1.933], [3.999, -0.011, 1.805], [3.404, 0.762, -0.278], [3.191, -0.897, -0.855], [-1.646, -2.299, -0.098], [-2.322, -0.933, 0.754], [-3.266, -2.184, -1.753], [-3.155, -0.464, -1.916], [-4.439, -1.233, 0.617], [-5.276, -1.955, -0.734], [-5.352, -0.145, 2.081], [-6.921, -1.251, 3.964], [-9.377, -0.138, 0.813], [1.027, 5.123, 0.675], [-0.649, 4.913, 1.225], [0.574, 3.681, 1.644], [4.963, 4.336, -2.751], [3.996, 4.588, -3.894], [3.148, 3.474, -4.137], [5.575, 3.458, -2.960], [5.620, 5.192, -2.594], [4.415, 4.151, -1.823], [4.539, 4.761, -4.822], [3.390, 5.477, -3.685], [2.645, 3.318, -3.330], [1.728, -5.339, 1.165], [0.449, -5.052, 0.402], [-0.112, -3.786, 0.753], [1.542, -5.315, 2.239], [2.128, -6.318, 0.901], [2.489, -4.588, 0.939], [-0.316, -5.791, 0.638], [0.635, -5.086, -0.676], [0.542, -3.111, 0.538]]
}

---

Record 3
{
  "formula": "C8H21ClIO4P2Re",
  "method": "the ωB97M-V functional and the def2-TZVPD basis",
  "total_charge": 3,
  "s_squared": 3.77,
  "e_lumo_ev": [-13.62, -14.63],
  "e_homo_ev": [-20.95, -21.18],
  "spin_multiplicity": 4,
  "orbital_gap_ha": [0.270, 0.240],
  "total_energy_ev": -58125.7036,
  "elements": ["C", "I", "H", "H", "H", "Re", "P", "C", "C", "H", "H", "H", "C", "H", "H", "H", "H", "H", "H", "C", "O", "Cl", "C", "O", "P", "O", "C", "O", "C", "H", "H", "H", "H", "H", "H", "H", "H", "H"],
  "coordinates": [[-0.474, -2.401, -1.817], [2.249, -2.183, -1.311], [-1.417, -2.044, -1.432], [-0.449, -3.430, -1.423], [-0.474, -2.371, -2.906], [0.259, -0.739, -0.579], [0.018, 1.198, -1.942], [1.539, 1.784, -2.748], [-1.100, 0.876, -3.354], [-1.585, 2.643, -0.697], [-0.803, 3.498, -2.019], [0.031, 3.270, -0.498], [-0.633, 2.781, -1.213], [-2.132, 0.684, -3.063], [-1.092, 1.740, -4.011], [1.234, 2.543, -3.445], [2.040, 1.011, -3.315], [-0.793, 0.017, -3.945], [2.307, 2.203, -2.117], [1.622, 0.551, 0.053], [2.464, 1.223, 0.523], [-2.156, -0.334, -0.279], [1.440, -3.072, 2.188], [1.667, -1.636, 2.140], [0.383, -0.699, 1.810], [-0.760, -1.577, 2.499], [-2.007, -1.144, 3.019], [0.496, 0.496, 2.831], [0.259, 1.893, 2.771], [1.678, -3.385, 3.205], [2.127, -3.531, 1.471], [0.412, -3.381, 1.937], [-2.443, -0.342, 2.427], [-2.613, -2.048, 2.941], [-1.916, -0.840, 4.061], [-0.430, 2.106, 1.949], [-0.170, 2.270, 3.705], [1.223, 2.372, 2.585]]
}

---

Record 4
{
  "formula": "C24H21N2O2",
  "method": "the ωB97M-V functional and the def2-TZVPD basis",
  "total_charge": 1,
  "e_lumo_ev": -5.12,
  "e_homo_ev": -10.27,
  "spin_multiplicity": 1,
  "orbital_gap_ha": 0.189,
  "total_energy_ev": -32295.1251,
  "elements": ["C", "N", "N", "C", "C", "C", "C", "C", "C", "H", "H", "H", "H", "H", "H", "C", "C", "C", "C", "O", "C", "C", "C", "C", "C", "C", "C", "C", "O", "C", "C", "C", "C", "C", "H", "H", "H", "H", "H", "H", "H", "H", "H", "H", "H", "H", "H", "H", "H"],
  "coordinates": [[1.252, -1.062, 3.851], [2.234, -0.266, 3.549], [3.106, 0.489, 3.302], [-0.072, -0.589, 3.979], [-1.170, -1.467, 4.060], [-2.451, -0.974, 4.106], [-2.675, 0.391, 4.101], [-1.608, 1.271, 4.052], [-0.323, 0.793, 3.985], [1.461, -2.113, 3.936], [-0.996, -2.531, 4.058], [-3.288, -1.652, 4.133], [-3.681, 0.772, 4.129], [-1.788, 2.333, 4.058], [0.518, 1.464, 3.938], [-2.387, -1.900, -3.057], [-1.909, -1.678, -1.609], [-0.442, -1.452, -1.764], [-0.149, -1.456, -3.145], [-1.269, -1.693, -3.930], [1.165, -1.221, -3.560], [2.151, -1.038, -2.625], [1.886, -1.096, -1.229], [2.870, -0.903, -0.226], [4.280, -0.811, -0.346], [5.016, -0.211, 0.708], [6.366, -0.036, 0.592], [7.067, -0.468, -0.556], [8.419, -0.157, -0.510], [8.684, 0.474, 0.747], [7.349, 0.625, 1.500], [6.368, -1.127, -1.571], [5.014, -1.302, -1.459], [0.540, -1.279, -0.827], [-2.754, -2.922, -3.222], [-3.184, -1.204, -3.352], [-2.383, -0.806, -1.146], [-2.114, -2.538, -0.960], [1.367, -1.155, -4.616], [3.140, -0.801, -2.965], [2.485, -0.748, 0.768], [4.511, 0.138, 1.590], [9.404, -0.157, 1.285], [9.170, 1.438, 0.550], [7.078, 1.676, 1.650], [7.368, 0.147, 2.486], [6.917, -1.492, -2.422], [4.506, -1.897, -2.196], [0.280, -1.276, 0.216]]
}